A cluster of 2 separate species, C3H6NO2 in total in a non-equilibrium geometry. Source: the Open Molecules 2025 dataset; level of theory: ωB97M-V/def2-TZVPD.

## Properties
Gap between HOMO and LUMO: 8.6 eV
Electronic energy: -8793.76638 eV
Total charge: -1
Energy above the lowest of the compared OMol25 structures with the same formula, charge and spin: 1.450 eV
Highest occupied orbital energy: -4.12 eV

The geometry in XYZ format:
```
12
Properties=species:S:1:pos:R:3:mulliken_charge:R:1
O -1.212 -0.795 0.232 -0.709
C -0.712 -1.558 1.118 -0.024
O 0.483 -1.566 1.525 -0.726
H -1.418 -2.293 1.566 0.382
C -0.322 1.158 -1.762 -0.488
C 1.179 1.091 0.042 0.105
N 0.793 1.756 -1.009 -0.589
H -1.194 1.845 -1.765 0.162
H -0.647 0.201 -1.301 0.276
H 0.003 1.045 -2.787 0.240
H 1.962 1.528 0.586 0.329
H 0.707 0.128 0.320 0.040
```

A cluster of 2 separate species, C3H6NO2 in total in a non-equilibrium geometry. Source: the Open Molecules 2025 dataset; level of theory: ωB97M-V/def2-TZVPD.

## Properties
Gap between HOMO and LUMO: 8.1 eV
Electronic energy: -8793.70886 eV
Total charge: -1
Energy above the lowest of the compared OMol25 structures with the same formula, charge and spin: 1.508 eV
Highest occupied orbital energy: -4.10 eV

The geometry in XYZ format:
```
12
Properties=species:S:1:pos:R:3:mulliken_charge:R:1
C 0.727 1.277 -1.841 -0.752
C 1.053 -0.446 -0.354 -0.167
N 1.128 -0.127 -1.580 -0.481
H 1.198 1.963 -1.151 0.295
H 1.056 1.488 -2.860 0.289
H -0.356 1.413 -1.791 0.288
H 1.452 -1.436 -0.137 0.281
H 0.544 0.154 0.395 0.247
O -1.167 -0.348 1.457 -0.603
C -1.714 -1.090 2.315 -0.014
O -2.291 -2.180 2.184 -0.628
H -1.630 -0.667 3.364 0.246
```

The ion C3H6NO2 with charge -1 in a non-equilibrium geometry. Source: the Open Molecules 2025 dataset; level of theory: ωB97M-V/def2-TZVPD.

## Properties
Gap between HOMO and LUMO: 7.2 eV
Electronic energy: -8791.76796 eV
Total charge: -1
Energy above the lowest of the compared OMol25 structures with the same formula, charge and spin: 3.449 eV
SMILES: O=CCNC[O-]
Highest occupied orbital energy: -3.06 eV

The geometry in XYZ format:
```
12
Properties=species:S:1:pos:R:3:mulliken_charge:R:1
O -2.153 1.515 1.233 -0.596
C -1.330 0.651 0.850 0.048
C -0.069 1.017 0.149 -0.433
N -0.147 -0.107 -0.728 -0.464
C 0.940 -1.177 -0.346 -0.584
O 2.185 -0.823 -0.308 -0.805
H -1.590 -0.355 1.056 0.389
H -0.060 1.970 -0.323 0.288
H 0.865 0.701 0.824 0.267
H 0.219 0.184 -1.648 0.262
H 0.506 -1.755 0.465 0.305
H 0.634 -1.820 -1.224 0.323
```

The ion C3H6NO2 with charge -1 in a non-equilibrium geometry. Source: the Open Molecules 2025 dataset; level of theory: ωB97M-V/def2-TZVPD.

## Properties
Gap between HOMO and LUMO (alpha / beta): 3.9 / 7.8 eV
Multiplicity: 3
Electronic energy: -8787.97809 eV
Total charge: -1
Energy above the lowest of the compared OMol25 structures with the same formula, charge and spin: 0.000 eV
Highest occupied orbital energy (alpha / beta): 0.35 / -3.72 eV

The geometry in XYZ format:
```
12
Properties=species:S:1:pos:R:3:mulliken_charge:R:1
C 0.854 0.022 -0.190 0.134
C 0.030 1.321 -0.099 -0.845
C 0.147 -1.301 -0.107 -1.102
N 2.205 0.012 0.078 0.624
O 2.886 -1.053 -0.050 -0.782
O 2.754 1.134 0.281 -0.789
H 0.685 2.193 -0.452 0.264
H -0.861 1.113 -0.753 0.323
H -0.093 1.617 0.961 0.237
H -0.291 -1.551 0.837 0.271
H 0.846 -2.056 -0.024 0.420
H -0.720 -1.290 -0.847 0.244
```

The ion C3H6NO2 with charge +1 in a non-equilibrium geometry. Source: the Open Molecules 2025 dataset; level of theory: ωB97M-V/def2-TZVPD.

## Properties
Gap between HOMO and LUMO: 11.3 eV
Electronic energy: -8785.80087 eV
Total charge: +1
Energy above the lowest of the compared OMol25 structures with the same formula, charge and spin: 0.181 eV
SMILES: CC(=O)OC=[NH2+]
Highest occupied orbital energy: -16.16 eV

The geometry in XYZ format:
```
12
Properties=species:S:1:pos:R:3:mulliken_charge:R:1
C 2.234 -0.354 0.302 -0.917
C 1.055 0.532 -0.157 0.700
O 1.150 1.514 -0.841 -0.392
O -0.332 0.117 0.365 -0.328
C -1.449 0.608 -0.137 0.268
N -2.588 0.440 0.474 -0.258
H 2.466 -1.059 -0.515 0.294
H 3.205 0.197 0.409 0.326
H 2.015 -0.924 1.152 0.337
H -1.269 1.384 -0.993 0.342
H -2.703 -0.376 1.159 0.321
H -3.390 1.000 0.107 0.306
```

The ion C3H6NO2 with charge +1 in a non-equilibrium geometry. Source: the Open Molecules 2025 dataset; level of theory: ωB97M-V/def2-TZVPD.

## Properties
Gap between HOMO and LUMO: 11.0 eV
Electronic energy: -8780.46999 eV
Total charge: +1
Energy above the lowest of the compared OMol25 structures with the same formula, charge and spin: 5.512 eV
SMILES: CO[N+]1=C(O)C1
Highest occupied orbital energy: -15.77 eV

The geometry in XYZ format:
```
12
Properties=species:S:1:pos:R:3:mulliken_charge:R:1
C 0.700 1.505 1.335 -0.512
O -0.496 1.203 0.610 -0.178
N -0.446 -0.191 -0.101 0.125
C -0.418 -0.721 -1.259 0.610
O -0.364 -0.684 -2.482 -0.423
C -0.410 -1.641 -0.106 -0.480
H 0.431 2.148 2.215 0.274
H 1.431 2.029 0.758 0.287
H 1.143 0.640 1.757 0.292
H -0.744 0.024 -3.142 0.473
H -1.278 -2.096 0.148 0.274
H 0.451 -2.217 0.267 0.260
```

A cluster of 2 separate species, C3H6NO2S in total in a non-equilibrium geometry. Source: the Open Molecules 2025 dataset; level of theory: ωB97M-V/def2-TZVPD.

## Properties
Gap between HOMO and LUMO (alpha / beta): 6.6 / 7.2 eV
Electronic energy: -19625.21102 eV
Total charge: -1
Energy above the lowest of the compared OMol25 structures with the same formula, charge and spin: 5.317 eV
Highest occupied orbital energy (alpha / beta): -2.89 / -3.25 eV

The geometry in XYZ format:
```
13
Properties=species:S:1:pos:R:3:mulliken_charge:R:1
C 1.450 0.244 0.120 0.333
C 1.091 -1.151 0.431 -0.938
C -1.071 1.052 -0.458 -0.764
N 2.600 0.695 0.151 -0.670
O -2.842 -1.036 -0.903 -0.611
O -2.657 -0.102 1.366 -0.577
S -2.644 0.176 -0.057 0.485
H 0.347 -1.388 -0.340 0.226
H 0.666 -1.462 1.372 0.299
H 2.035 -1.723 0.344 0.332
H -0.912 2.138 -0.149 0.303
H -0.729 0.937 -1.570 0.309
H 2.664 1.619 -0.306 0.273
```

A cluster of 2 separate species, C3H6NO2S2 in total in a non-equilibrium geometry. Source: the Open Molecules 2025 dataset; level of theory: ωB97M-V/def2-TZVPD.

## Properties
Gap between HOMO and LUMO (alpha / beta): 6.9 / 6.6 eV
Multiplicity: 3
Electronic energy: -30460.63704 eV
Total charge: -1
Energy above the lowest of the compared OMol25 structures with the same formula, charge and spin: 0.000 eV
Highest occupied orbital energy (alpha / beta): -3.18 / -4.26 eV

The geometry in XYZ format:
```
14
Properties=species:S:1:pos:R:3:mulliken_charge:R:1
C 1.462 -0.349 0.548 -0.430
C 0.898 1.105 0.158 -0.323
C 0.659 -0.813 -0.729 0.100
N 0.305 0.597 -1.044 -0.504
O -2.023 0.954 1.277 -0.576
O -3.239 0.835 -0.755 -0.570
S -2.301 -1.700 0.270 -0.518
S -2.167 0.268 -0.003 0.757
H 2.534 -0.575 0.212 0.237
H 1.122 -0.931 1.359 0.310
H 0.282 1.386 0.993 0.206
H 1.551 1.965 -0.126 0.269
H 1.284 -1.455 -1.532 0.217
H -0.368 -1.288 -0.628 -0.176
```

The ion C3H6NO3 with charge -1 in a non-equilibrium geometry. Source: the Open Molecules 2025 dataset; level of theory: ωB97M-V/def2-TZVPD.

## Properties
Gap between HOMO and LUMO: 7.7 eV
Electronic energy: -10841.68387 eV
Total charge: -1
Energy above the lowest of the compared OMol25 structures with the same formula, charge and spin: 1.892 eV
SMILES: O=C([O-])NCCO
Highest occupied orbital energy: -4.07 eV

The geometry in XYZ format:
```
13
Properties=species:S:1:pos:R:3:mulliken_charge:R:1
O 1.683 -1.479 2.423 -0.738
C 0.614 -1.427 1.817 0.554
O -0.508 -1.957 1.698 -0.736
N 0.581 -0.179 1.006 -0.195
C -0.419 0.433 0.119 -0.549
C -0.055 0.239 -1.368 -0.371
O -0.853 1.069 -2.265 -0.525
H 1.400 0.418 1.177 0.174
H -1.409 -0.064 0.160 0.240
H -0.587 1.492 0.395 0.380
H 0.934 0.312 -1.740 0.316
H -0.447 -0.811 -1.616 0.164
H -0.934 1.955 -1.805 0.287
```

energy above the lowest of the compared OMol25 structures with the same formula, charge and spin of number 8 (C3H6NO2S2)? 0.000 eV